Entry 1:
The following is a quantum chemistry calculation of a structure of composition C23H15AlI2N6O2S, from OMol25.

Geometry as XYZ:
```
50
Properties=species:S:1:pos:R:3:forces:R:3:lowdin_charge:R:1
Al 0.2986 -0.2955 -0.6599 -0.153 0.194 0.500 -0.121
N -2.5082 -3.3401 -1.2386 -0.002 0.070 0.052 0.071
C -1.4951 -2.4832 -0.9225 -0.017 0.138 -0.099 -0.782
S -1.3321 -1.1108 -2.0166 0.030 0.019 -0.001 0.828
N -0.8003 -2.7536 0.1322 -0.157 -0.527 0.234 0.038
N 0.1907 -1.8571 0.4950 0.146 -0.014 -0.108 -0.044
C 0.9860 -2.2872 1.4313 -0.489 -0.111 -0.500 0.005
C 1.9913 -1.5457 2.1107 0.560 0.365 0.095 -0.180
C 2.7492 -2.1890 3.1038 -0.619 0.346 0.226 -0.213
C 3.5551 -1.4416 3.9728 0.082 -0.132 -0.014 -0.127
C 3.6833 -0.0885 3.8040 -0.121 -0.062 -0.081 -0.048
C 3.0465 0.5537 2.7303 -0.037 0.263 -0.059 -0.024
C 2.2828 -0.1845 1.8751 0.018 -0.445 0.473 -0.153
O 1.6177 0.3920 0.7889 0.094 0.077 -0.124 0.045
H -2.8838 -3.2889 -2.1682 0.004 -0.046 -0.015 0.077
H -2.4965 -4.2403 -0.7876 0.035 -0.010 -0.001 0.101
H 0.8136 -3.3095 1.7556 0.037 -0.012 0.027 0.149
H 2.5317 -3.2192 3.3374 0.115 -0.072 -0.136 0.083
H 4.0938 -1.9568 4.7549 -0.004 0.015 0.003 0.111
H 4.2947 0.4968 4.4769 -0.005 0.010 0.005 0.113
H 3.1460 1.6233 2.6056 0.067 -0.025 -0.072 0.101
I 4.9785 -3.4057 1.5212 0.152 -0.048 -0.116 -0.205
C 3.9588 -0.4833 -0.8383 -0.130 0.068 -0.256 -0.012
C 4.9155 0.2394 -0.0904 -0.086 0.142 0.117 -0.149
C 4.5592 1.4590 0.3647 0.398 0.079 0.072 -0.692
I 5.9086 2.6595 1.4436 -0.201 -0.201 -0.125 0.905
C 3.2898 2.0737 -0.0683 0.060 -0.150 0.195 -0.198
C 3.2937 3.2274 -0.8406 -0.264 -0.036 -0.059 0.008
C 2.1870 3.5929 -1.6036 0.093 0.040 0.018 -0.020
C 1.1082 2.7417 -1.6436 -0.019 0.049 -0.040 -0.068
N 1.0359 1.6858 -0.8258 0.080 -0.335 0.034 0.131
C 2.0490 1.4223 0.0026 0.121 0.732 -0.205 -0.222
C 2.8697 -0.6810 -1.3310 0.131 -0.317 0.276 -0.172
O 1.6642 -0.8758 -1.6713 0.226 -0.042 -0.496 -0.014
H 5.8846 -0.1947 0.1201 0.001 0.041 0.073 0.092
H 4.2083 3.8015 -0.9083 0.034 -0.015 0.039 0.107
H 2.2088 4.4828 -2.2149 -0.016 -0.042 -0.051 0.115
H 0.2865 2.8874 -2.3322 -0.013 -0.004 0.016 0.127
N -4.5288 3.7013 -1.1998 0.025 -0.062 0.002 0.180
C -4.0007 2.8486 -0.6400 -0.146 0.214 -0.138 -0.167
C -3.3311 1.8115 0.0803 0.104 -0.250 0.217 -0.183
C -3.9965 1.0300 1.0278 0.138 0.133 -0.145 0.025
C -3.2597 0.1061 1.7400 -0.115 0.024 0.043 -0.004
C -1.9134 -0.0477 1.4577 0.071 0.023 0.092 -0.069
N -1.2952 0.6277 0.4832 -0.231 -0.072 0.041 0.039
C -1.9934 1.5572 -0.1705 0.021 0.059 0.047 -0.076
H -5.0574 1.1641 1.1862 0.005 0.006 0.075 0.132
H -3.7237 -0.5073 2.4985 0.041 0.009 0.028 0.122
H -1.3063 -0.7408 2.0232 -0.028 -0.094 -0.114 0.124
H -1.4674 2.1067 -0.9376 -0.037 0.008 -0.044 0.112
```
Forces are in eV/Å.

**LUMO**: -0.04668 hartree
**M**: 720.27 g/mol
**Energy relative to the best compared isomer or geometry (same formula, charge and spin)**: 3.766 eV
**Total energy**: -70764.061 eV
**Kohn-Sham gap**: 4.97 eV
**HOMO energy**: -6.24 eV

Entry 2:
The following is a quantum chemistry calculation of a structure of composition C23H15AuCl5N2P, from OMol25.

Geometry as XYZ:
```
47
Properties=species:S:1:pos:R:3:forces:R:3:lowdin_charge:R:1
Au 1.4604 1.0831 0.9505 -0.178 -0.384 0.007 0.935
N 1.4501 -0.7808 -1.4409 -0.131 -0.015 -0.009 -0.089
P 0.1831 -0.6496 -0.3118 0.304 0.310 -0.434 1.004
C -0.4392 -2.3076 -0.0548 -0.042 0.237 0.271 -0.359
C -0.1807 -2.9981 1.1256 0.046 -0.079 0.007 -0.083
C -0.6393 -4.3000 1.2635 0.038 0.016 0.043 -0.050
C -1.3453 -4.8973 0.2296 -0.014 0.011 -0.035 -0.035
C -1.6027 -4.2021 -0.9477 -0.001 0.023 -0.039 -0.043
C -1.1609 -2.8983 -1.0958 -0.075 -0.106 0.066 -0.077
C -1.1050 0.3021 -1.1033 0.013 -0.040 -0.043 -0.396
C -2.3357 0.3828 -0.4449 -0.021 -0.020 -0.016 -0.093
C -3.3579 1.1397 -0.9923 0.026 0.026 0.005 -0.052
C -3.1532 1.8156 -2.1922 0.000 0.010 0.002 -0.043
C -1.9293 1.7390 -2.8429 0.015 -0.008 0.006 -0.060
C -0.8945 0.9912 -2.2963 -0.047 0.052 0.015 -0.100
C 2.7856 -0.5800 -1.1276 -0.040 0.116 0.220 -0.360
C 3.8069 -1.1129 -1.9056 0.056 -0.046 -0.114 0.015
C 5.1127 -0.8803 -1.5366 0.024 0.003 -0.012 -0.007
C 5.3929 -0.1317 -0.3922 0.095 -0.065 -0.078 -0.030
C 4.3433 0.3722 0.3223 -0.161 0.016 0.023 -0.103
N 3.0553 0.1627 -0.0429 0.086 0.037 -0.004 -0.084
H 1.2813 -1.3677 -2.2484 0.061 -0.039 0.007 0.128
H 0.3753 -2.5292 1.9288 -0.005 0.009 -0.010 0.098
H -0.4446 -4.8463 2.1765 -0.013 0.004 -0.011 0.120
H -1.7060 -5.9108 0.3409 0.009 -0.006 -0.001 0.123
H -2.1585 -4.6716 -1.7484 0.004 -0.012 0.022 0.121
H -1.3892 -2.3490 -2.0018 -0.006 0.007 0.010 0.115
H -2.4966 -0.1620 0.4805 -0.027 -0.003 -0.035 0.117
H -4.3185 1.1914 -0.4965 0.018 0.001 -0.006 0.118
H -3.9544 2.4013 -2.6251 0.010 -0.035 0.014 0.121
H -1.7825 2.2567 -3.7818 0.011 -0.003 0.024 0.120
H 0.0651 0.9488 -2.7957 -0.014 -0.025 -0.005 0.105
H 3.5668 -1.6972 -2.7844 0.013 0.001 0.037 0.129
H 5.9182 -1.2849 -2.1354 -0.004 -0.005 0.019 0.132
H 6.4071 0.0535 -0.0694 -0.027 0.005 -0.019 0.125
H 4.4980 0.9657 1.2132 -0.039 0.002 -0.016 0.118
Cl 0.0154 0.4355 3.9015 0.023 -0.010 -0.008 0.772
C -0.5129 1.8459 3.1183 -0.080 0.124 0.054 -0.682
C -0.0012 2.1729 1.8760 0.029 -0.047 0.220 -0.400
C -0.5340 3.3192 1.2906 -0.181 0.130 -0.005 -0.666
Cl -0.0182 3.7649 -0.2549 0.000 0.042 0.023 0.820
C -1.5255 4.1596 1.9432 0.168 -0.154 -0.142 -0.669
Cl -2.0989 5.5257 1.1655 -0.034 0.130 -0.096 0.854
C -1.9852 3.8292 3.2074 -0.023 0.040 -0.040 -0.716
Cl -3.1210 4.8087 4.0069 -0.020 -0.001 0.011 0.793
C -1.4961 2.6688 3.8063 0.178 -0.215 -0.042 -0.659
Cl -2.0302 2.2212 5.3226 -0.043 -0.036 0.117 0.872
```
Forces are in eV/Å.

**Spin multiplicity**: 3
**LUMO (spin up / spin down)**: -0.23013 / -0.35938 hartree
**M**: 724.59 g/mol
**Total energy**: -102652.056 eV
**Kohn-Sham gap (spin up / spin down)**: 7.90 / 5.01 eV
**HOMO energy (spin up / spin down)**: -14.16 / -14.79 eV
**<S²>**: 2.02
**Total charge**: +2

Entry 3:
The following is a quantum chemistry calculation of a structure of composition C23H15BrCl3N3O10PtS3 at a distorted geometry, from OMol25.

Geometry as XYZ:
```
59
Properties=species:S:1:pos:R:3:forces:R:3:lowdin_charge:R:1
Pt 0.2264 1.8961 -1.8006 0.240 0.003 -0.510 0.619
C 0.9913 2.7646 -0.2772 -0.121 0.043 -0.363 -0.719
O -0.5323 -1.9478 2.5930 -0.207 0.225 -0.067 -0.139
C -1.1338 -2.9471 3.1913 -0.024 -0.024 0.023 -0.392
C -1.2482 -3.1131 4.5680 -0.058 -0.008 0.007 -0.080
C -1.8763 -4.2514 5.0704 0.031 0.031 0.058 -0.684
Br -2.0047 -4.4426 6.9692 -0.001 -0.004 -0.028 0.662
C -2.3945 -5.2367 4.2730 -0.001 0.004 -0.055 -0.104
C -2.2850 -5.0967 2.8763 -0.011 -0.048 0.042 -0.088
C -1.6640 -3.9741 2.3620 0.086 0.063 0.036 -0.193
O -1.4931 -3.7737 1.0256 0.001 -0.005 -0.033 0.044
C -2.8247 -6.1540 2.0193 -0.005 -0.002 0.014 -0.249
N -3.4174 -7.2447 2.4470 0.007 -0.016 -0.011 0.164
C -3.7516 -7.9411 1.3039 -0.007 0.000 -0.002 -0.239
C -4.3991 -9.1669 1.1576 0.000 0.000 0.000 -0.034
C -4.6144 -9.6441 -0.1226 0.002 0.001 -0.003 -0.123
C -4.1976 -8.9224 -1.2508 -0.001 -0.007 -0.002 -0.122
C -3.5538 -7.7036 -1.1274 0.014 0.001 0.006 -0.031
C -3.3397 -7.2315 0.1621 -0.016 -0.002 -0.001 -0.191
N -2.7513 -6.0925 0.6530 0.005 -0.024 -0.013 0.178
H -1.2894 -0.8652 2.1073 0.036 -0.059 -0.039 0.074
H 1.5930 3.6640 -0.2484 0.077 -0.030 0.105 -0.001
H 1.7889 1.4175 -2.6074 -0.493 0.382 0.133 0.027
H -0.8590 -2.3518 5.2291 0.010 0.026 -0.009 0.107
H -2.8782 -6.1127 4.6766 -0.005 0.000 0.004 0.095
H -0.9818 -2.9369 0.9923 0.021 0.042 0.022 0.113
H -4.7205 -9.7196 2.0310 -0.001 0.000 0.000 0.102
H -5.1160 -10.5940 -0.2615 -0.001 -0.001 -0.002 0.087
H -4.3838 -9.3265 -2.2379 -0.002 -0.001 -0.001 0.089
H -3.2316 -7.1452 -1.9970 -0.004 0.000 -0.001 0.105
H -2.3185 -5.3275 0.1583 -0.012 0.007 0.000 0.140
Cl 3.0808 -1.7315 5.1889 -0.054 0.025 0.068 0.452
C 2.7351 -2.1883 3.5580 0.119 0.193 -0.124 -0.952
Cl 1.6277 1.2831 0.3135 0.188 -0.139 0.433 0.577
Cl 2.0343 -3.7191 3.5508 -0.089 -0.239 0.011 0.573
C 2.7262 0.4915 -2.9094 0.127 -0.974 0.601 -0.652
O 3.7736 0.9202 -2.5040 -0.041 0.260 -0.285 0.059
O 2.1492 -0.4795 -3.3358 0.115 0.425 -0.244 0.042
O 1.7546 3.0951 -4.6702 -0.026 -0.029 0.039 -0.400
S 0.6521 4.0200 -4.5698 0.080 0.200 -0.108 0.112
O 0.9040 5.2145 -3.7931 0.018 -0.066 -0.013 -0.412
O -0.1149 4.2164 -5.7820 -0.037 -0.025 0.102 -0.413
S -0.8593 2.9843 -3.3527 -0.132 -0.068 0.086 0.243
O -4.2391 2.3189 4.4512 -0.004 0.023 0.017 -0.309
S -4.5143 1.3300 3.4459 0.068 -0.119 -0.026 0.634
O -5.6961 0.5272 3.5955 -0.040 0.035 0.017 -0.307
N -3.2065 0.3725 3.1966 -0.106 0.070 0.042 0.008
C -2.7347 0.5480 2.0009 0.034 -0.095 0.014 -0.427
O -1.7479 -0.0976 1.4984 0.289 -0.047 -0.114 0.096
C -3.4249 1.5637 1.1433 -0.057 0.044 -0.007 -0.114
C -3.1521 1.9993 -0.1466 -0.059 0.092 -0.097 -0.001
C -4.0110 2.9406 -0.7049 0.111 0.077 -0.036 -0.063
C -5.0904 3.4503 0.0065 -0.042 0.047 -0.030 -0.074
C -5.3463 3.0331 1.3058 -0.055 -0.040 0.041 -0.043
C -4.5009 2.0865 1.8403 0.124 -0.002 -0.065 -0.220
H -2.3025 1.6778 -0.7465 -0.111 -0.237 0.366 0.060
H -3.8096 3.2974 -1.7073 0.004 -0.001 0.003 0.095
H -5.7326 4.1905 -0.4541 0.006 -0.005 -0.013 0.101
H -6.1780 3.4279 1.8741 0.009 -0.003 0.010 0.117
```
Forces are in eV/Å.

**Spin multiplicity**: 3
**LUMO (spin up / spin down)**: 0.10026 / 0.07792 hartree
**M**: 970.93 g/mol
**Energy relative to the best compared isomer or geometry (same formula, charge and spin)**: 4.592 eV
**Total energy**: -192399.897 eV
**Kohn-Sham gap (spin up / spin down)**: 6.44 / 5.93 eV
**HOMO energy (spin up / spin down)**: -3.72 / -3.81 eV
**<S²>**: 2.02
**Total charge**: -2

Entry 4:
The following is a quantum chemistry calculation of a structure of composition C23H15O5PV at a distorted geometry, from OMol25.

Geometry as XYZ:
```
45
Properties=species:S:1:pos:R:3:forces:R:3:lowdin_charge:R:1
O 0.1194 -0.0846 -5.1125 -0.103 2.464 2.902 0.027
C 0.0888 0.6435 -4.2191 0.103 -2.484 -2.824 -0.002
V -0.0246 0.3604 0.7716 -1.244 -0.254 -2.372 0.261
O 1.3233 -2.3658 0.1429 -1.570 4.469 -0.317 0.226
C 0.9061 -1.2775 0.1965 2.670 -5.591 0.941 -0.103
C -1.3096 1.7726 0.3180 -5.080 5.869 -0.099 -0.020
O -2.1285 2.6093 0.2963 3.968 -4.114 -0.158 0.232
C -1.3138 -0.7329 -0.3239 -5.434 -4.198 -0.015 -0.016
O -2.2082 -1.4773 -0.3941 4.093 3.377 -0.296 0.250
C 1.3912 1.2938 -0.1839 5.362 4.208 -0.167 -0.046
O 2.3385 1.9779 -0.2588 -4.127 -3.131 -0.190 0.206
C -0.4043 4.1308 5.1107 0.249 0.005 -0.220 0.021
C 0.5302 4.0666 4.0414 -0.366 -0.338 0.164 -0.009
C 0.6252 2.8969 3.3022 0.190 -0.516 0.215 -0.062
C -0.1894 1.8056 3.7059 0.411 -0.543 -0.885 -0.354
C -1.1578 1.8740 4.6941 0.120 0.427 0.598 -0.063
C -1.2474 3.0582 5.4343 -0.226 -0.527 -0.257 0.001
P 0.0602 0.1697 3.0021 -0.192 -0.152 0.066 1.006
C 1.6743 -0.4755 3.5130 -0.843 0.478 0.448 -0.250
C 2.8664 -0.4766 2.7367 0.611 0.000 -0.027 0.000
C 4.0350 -0.8280 3.3752 -0.029 0.407 -1.813 0.038
C 4.0324 -1.1400 4.7500 0.199 -0.138 0.328 0.128
C 2.8346 -1.0723 5.5066 -1.931 0.281 0.444 0.073
C 1.6534 -0.7227 4.8770 0.781 -0.245 1.286 -0.045
C -1.3763 -0.9372 3.2712 0.544 -0.072 -0.915 -0.340
C -1.1085 -2.2526 3.6749 -0.347 -0.190 0.400 -0.070
C -2.1796 -3.0889 4.0070 0.346 0.152 -0.043 -0.010
C -3.4955 -2.6457 3.8145 0.140 0.242 0.108 0.014
C -3.7601 -1.3934 3.2201 0.307 -0.327 0.066 -0.012
C -2.7006 -0.5440 2.9142 0.364 0.335 0.042 -0.086
H -0.4586 5.0463 5.6984 0.009 -0.205 -0.118 0.137
H 1.1957 4.8981 3.8169 -0.329 -0.044 0.087 0.134
H 1.3428 2.7498 2.4671 -0.386 0.381 0.719 0.112
H -1.7553 0.9775 4.8719 -0.015 0.560 0.371 0.112
H -1.9736 3.0698 6.2543 0.375 0.432 -0.307 0.140
H 2.8686 -0.1543 1.6776 0.044 -0.390 0.834 0.111
H 4.9462 -0.8232 2.7614 -0.203 -0.135 0.661 0.157
H 4.9422 -1.4055 5.2642 0.293 -0.050 -0.030 0.156
H 2.7587 -1.2447 6.5749 0.639 -0.156 -0.027 0.152
H 0.6955 -0.5609 5.4016 0.792 -0.396 0.099 0.142
H -0.0779 -2.6041 3.7693 -0.364 0.043 0.212 0.115
H -1.9547 -4.0628 4.4593 -0.299 0.367 -0.358 0.139
H -4.3180 -3.2807 4.1480 0.174 0.194 -0.230 0.139
H -4.7894 -1.0855 3.0242 0.363 -0.115 -0.014 0.138
H -2.8745 0.4118 2.3897 -0.061 -0.377 0.688 0.118
```
Forces are in eV/Å.

**Spin multiplicity**: 3
**LUMO (spin up / spin down)**: -0.45947 / -0.53050 hartree
**M**: 453.29 g/mol
**Total energy**: -69273.487 eV
**Kohn-Sham gap (spin up / spin down)**: 6.07 / 4.03 eV
**HOMO energy (spin up / spin down)**: -18.57 / -18.47 eV
**<S²>**: 2.07
**Total charge**: +3

Entry 5:
The following is a quantum chemistry calculation of a structure of composition C23H16AuBr2N4O2, from OMol25.

Geometry as XYZ:
```
48
Properties=species:S:1:pos:R:3:forces:R:3:lowdin_charge:R:1
Au 0.6690 -0.0169 -0.1723 0.016 0.025 -0.141 1.163
C 1.9100 -0.3710 3.9911 -0.013 -0.001 0.005 -0.008
C 1.7795 -0.1014 2.5313 0.046 0.045 -0.070 -0.240
N 0.7505 -0.4413 1.8431 -0.025 -0.069 0.049 -0.098
N -0.3123 -1.0818 2.3786 -0.031 -0.028 0.042 0.078
C -1.2340 -1.3730 1.4688 0.057 0.048 -0.066 -0.423
O -1.1662 -1.1090 0.2124 -0.003 0.007 0.112 -0.134
C -2.4509 -2.0659 1.9519 -0.016 -0.018 0.033 -0.155
C -3.4613 -2.3788 1.0463 0.011 0.000 0.000 -0.023
C -4.6080 -3.0215 1.4818 -0.010 -0.004 -0.001 -0.070
C -4.7511 -3.3544 2.8215 0.002 -0.002 0.002 -0.072
C -3.7453 -3.0443 3.7275 -0.006 -0.003 -0.002 -0.070
C -2.5976 -2.4018 3.2970 -0.001 0.002 -0.014 -0.026
C 2.8570 0.5964 1.7827 -0.029 -0.007 0.004 -0.202
C 3.9908 1.0771 2.4192 0.010 0.003 -0.021 0.010
C 4.9647 1.7269 1.6741 -0.028 -0.012 -0.002 -0.023
C 4.7844 1.8825 0.3117 0.000 -0.006 0.005 -0.033
C 3.6257 1.3797 -0.2577 0.016 0.019 -0.047 -0.105
N 2.6966 0.7552 0.4529 -0.039 0.009 0.152 0.002
H 1.0636 -0.9583 4.3312 0.002 0.000 -0.004 0.073
H 1.9355 0.5675 4.5488 0.004 -0.001 0.004 0.101
H 2.8343 -0.9119 4.1987 -0.002 -0.006 0.007 0.096
H -3.3386 -2.1137 0.0058 0.003 0.002 -0.001 0.111
H -5.3919 -3.2632 0.7765 -0.001 0.000 0.000 0.106
H -5.6477 -3.8562 3.1608 -0.001 -0.001 0.000 0.107
H -3.8574 -3.3042 4.7715 -0.001 -0.001 0.002 0.107
H -1.8102 -2.1557 3.9942 0.004 0.004 0.000 0.104
H 4.1086 0.9494 3.4849 0.001 -0.002 0.004 0.117
H 5.8534 2.1086 2.1580 0.002 -0.001 0.003 0.122
H 5.5180 2.3817 -0.3041 -0.001 0.001 -0.004 0.116
H 3.4321 1.4781 -1.3186 0.001 0.007 0.000 0.116
Br -2.0123 4.7609 -1.6088 0.001 -0.003 -0.018 0.912
C -1.4271 3.3570 -2.6682 -0.019 0.020 -0.007 -0.586
C -1.6988 3.3411 -4.0245 -0.022 0.041 -0.002 -0.157
C -1.2678 2.2995 -4.8192 -0.005 0.002 -0.007 -0.592
Br -1.6690 2.3508 -6.6425 0.006 0.002 0.028 0.899
C -0.5308 1.1895 -4.2746 0.021 -0.026 0.018 -0.168
C -0.0826 0.1047 -5.0438 0.012 -0.014 0.017 0.000
C 0.6036 -0.9167 -4.4364 -0.010 0.012 -0.007 -0.007
C 0.8341 -0.8501 -3.0662 -0.008 0.006 -0.015 -0.085
N 0.4243 0.1713 -2.3239 0.018 -0.049 -0.022 -0.001
C -0.2489 1.1841 -2.9003 -0.003 -0.011 -0.021 -0.116
C -0.6833 2.2968 -2.0203 -0.004 0.030 0.047 -0.390
O -0.4184 2.3113 -0.8220 0.042 -0.024 -0.058 0.007
H -2.2551 4.1561 -4.4659 0.000 -0.001 0.000 0.108
H -0.2839 0.0795 -6.1053 -0.001 0.000 -0.001 0.089
H 0.9585 -1.7692 -4.9965 -0.003 0.001 -0.007 0.123
H 1.3561 -1.6453 -2.5512 0.005 0.002 0.002 0.120
```
Forces are in eV/Å.

**Spin multiplicity**: 3
**LUMO (spin up / spin down)**: -0.13502 / -0.19640 hartree
**M**: 737.18 g/mol
**Total energy**: -177936.104 eV
**Kohn-Sham gap (spin up / spin down)**: 7.15 / 5.47 eV
**HOMO energy (spin up / spin down)**: -10.83 / -10.82 eV
**<S²>**: 2.04
**Total charge**: +1

Q: Which of these has the highest M?
A: C23H15BrCl3N3O10PtS3

Q: The highest M belongs to which entry?
A: C23H15BrCl3N3O10PtS3

Q: Which formula does entry 3 have?
A: C23H15BrCl3N3O10PtS3